(1)
{"formula": "C12H41Br10NO20", "method": "wB97M-V/def2-TZVPD", "species": ["Br", "Br", "Br", "Br", "Br", "Br", "Br", "Br", "Br", "Br", "O", "O", "O", "O", "O", "O", "O", "O", "O", "O", "O", "O", "O", "O", "O", "O", "O", "O", "O", "O", "N", "C", "C", "C", "C", "C", "C", "C", "C", "C", "C", "C", "C", "H", "H", "H", "H", "H", "H", "H", "H", "H", "H", "H", "H", "H", "H", "H", "H", "H", "H", "H", "H", "H", "H", "H", "H", "H", "H", "H", "H", "H", "H", "H", "H", "H", "H", "H", "H", "H", "H", "H", "H", "H"], "positions_angstrom": [[-3.530078, -0.657591, -0.880042], [2.729797, 1.422146, -2.178172], [1.215821, -3.691619, 3.256954], [0.611525, 1.502454, 5.857447], [-1.002056, 2.566003, 3.331273], [0.577904, 0.455855, -4.713761], [2.064045, -1.574358, 5.790637], [1.767414, 1.452971, 0.761149], [-0.527242, -2.666087, 0.721704], [-2.318107, -0.607577, -4.074102], [4.032219, -1.421936, 2.674743], [3.115209, -1.927884, -5.018239], [0.515905, -4.235667, 6.781763], [0.303744, 3.840590, -4.144908], [5.233310, -1.648758, 6.394478], [1.872512, -2.221496, -2.529429], [-3.739469, 0.201096, 3.329277], [-2.390593, 2.914890, 7.414095], [2.915851, 2.459226, 3.789379], [-0.850758, 3.379141, -6.423339], [-2.638912, 3.170619, 0.477266], [-4.584701, -1.171826, -6.749648], [5.212786, 3.159409, -1.312789], [3.214181, -1.353580, 0.084685], [4.628975, 0.545619, 4.575098], [5.305967, 0.516240, -0.319862], [-4.917479, -3.781757, -0.740735], [-5.075949, 1.306489, -5.473785], [-4.327274, -3.476807, -5.206837], [-5.712751, 0.337241, -3.070843], [-1.319059, 0.494868, 1.195880], [0.821300, -1.044924, 4.413541], [0.394450, 0.271012, 4.394975], [-1.299236, -0.045791, -2.619105], [-1.742199, 0.001928, -1.220889], [0.831152, 0.899345, -1.801203], [-0.317389, 0.764159, 3.286518], [-0.915851, 0.495354, -0.173745], [0.415684, 0.885292, -0.498121], [-0.134713, -1.392440, 2.207764], [0.535839, -1.929299, 3.350659], [-0.015267, 0.427398, -2.870288], [-0.488034, -0.029096, 2.168975], [-5.814918, -3.619780, -0.302411], [6.001611, 0.291679, 0.379720], [-1.749439, 2.812986, 0.800830], [1.101556, -3.417115, 6.678091], [-1.679708, 2.852022, -6.665721], [4.936704, 2.373205, -0.738838], [3.911853, 1.228641, 4.367796], [2.450851, -2.280470, -3.357564], [-3.699890, 0.760782, 4.171266], [-4.289450, -2.621584, -5.746212], [4.536285, -0.132684, -0.218628], [4.920342, -0.778865, 5.983265], [-1.672966, 3.623979, 7.491322], [2.794002, -1.891516, -0.662199], [3.395564, -2.887611, -5.173430], [-4.639529, 0.352175, 2.892437], [2.875022, -1.521099, -5.913000], [5.097456, 2.897095, -2.283176], [-2.182035, 2.181657, 8.079402], [1.292333, 3.880684, -4.356671], [4.668140, -2.171563, 2.914381], [2.477225, -0.857269, 0.568762], [-5.515111, -1.555544, -6.853851], [-2.272496, 0.178970, 1.257607], [4.466684, -0.267599, 3.995360], [1.933780, 2.677125, 3.680675], [-5.349451, 1.096184, -4.522612], [3.442808, 3.315962, 3.679470], [-4.712468, -3.258798, -4.296971], [0.979863, -1.826606, -2.795884], [-4.437715, -4.503891, -0.219093], [-0.290850, 3.487859, -7.259068], [-0.450114, -3.934769, 6.776289], [-6.443300, 1.015730, -2.898470], [3.938307, -1.398184, 1.667580], [-0.182585, 3.516357, -4.970813], [-2.527490, 3.471087, -0.482455], [6.205174, -1.782714, 6.146896], [-4.253724, -0.894810, -7.664786], [-4.799865, 0.441801, -5.920832], [-4.930900, 0.555660, -2.466888]], "atomic_forces_ev_per_a": [[1.2, 0.3, 0.3], [-2.3, -0.6, -0.3], [-0.2, 0.5, 0.5], [0.2, -1.1, -0.1], [0.3, -0.9, -0.4], [0.2, 0.2, 1.1], [-0.5, 0.4, -0.7], [-1.2, 0.0, 0.4], [0.2, 1.7, 1.1], [-0.7, -0.3, 0.5], [1.2, -1.4, -0.7], [0.3, -1.2, -1.9], [-0.9, 1.6, -0.1], [1.4, -0.3, -0.9], [1.3, 0.7, -1.0], [-0.7, 0.3, -1.1], [-1.4, 1.1, 0.6], [1.6, 0.0, 1.3], [-0.9, 2.3, -0.7], [-0.8, -0.9, -2.7], [1.6, 0.0, -1.3], [-1.0, -0.2, -2.0], [-0.7, -1.2, -0.9], [-1.8, 0.0, -0.2], [-0.9, -0.5, -0.6], [0.3, -1.3, 1.5], [-0.8, -0.9, 1.6], [0.2, -1.1, 0.1], [-0.7, 1.6, 0.8], [-0.4, 1.6, 1.5], [-0.4, 0.4, -3.4], [1.0, -0.8, 0.3], [-0.9, 1.2, 0.0], [0.6, 0.9, 2.3], [0.2, 0.2, -1.3], [1.1, -0.4, -2.2], [0.7, 0.3, 1.3], [0.2, -0.9, 0.2], [0.1, 0.3, 0.0], [0.6, -1.1, 0.5], [0.0, 0.9, -1.2], [0.9, 0.5, 0.1], [-0.8, -1.3, 0.8], [2.1, -0.7, -0.7], [-1.7, 0.4, -1.4], [-1.8, 0.8, -0.9], [-1.6, -1.6, 0.2], [1.8, 1.1, 0.4], [0.8, 1.1, -1.4], [1.2, -1.6, 0.2], [-1.5, 0.7, 1.3], [-0.4, -1.0, -1.9], [0.0, -1.6, 1.4], [1.4, 0.9, 0.0], [1.0, -1.2, 0.4], [-1.5, -1.8, 0.1], [0.4, 1.0, 1.1], [-0.6, 2.1, -0.2], [1.9, -0.1, 1.2], [0.5, -1.1, 1.9], [0.3, 0.3, 2.3], [-0.2, 1.8, -1.4], [-2.3, -0.2, 0.3], [-1.5, 1.5, -0.8], [1.1, -1.1, -1.3], [1.8, 0.9, -0.1], [-0.5, 0.0, 0.5], [-0.1, 1.9, 0.6], [2.1, -0.2, 0.3], [0.8, -0.2, -1.9], [-1.3, -1.7, 0.2], [0.9, -0.2, -2.0], [2.1, -0.9, 0.3], [-1.3, 1.6, -0.9], [-1.4, -0.3, 1.7], [2.3, -0.3, 0.0], [1.6, -1.4, 0.0], [0.4, -0.5, 1.7], [1.2, 0.7, 1.3], [0.1, -0.7, 2.1], [-2.2, 0.6, 0.4], [-0.9, -0.8, 1.8], [-0.8, 1.6, 1.3], [-1.7, -0.3, -1.0]], "charge": 0, "gap_ev": 8.292, "homo_energy_ev": -8.99}

(2)
{"formula": "C2HNO2S", "method": "wB97M-V/def2-TZVPD", "species": ["S", "O", "O", "N", "C", "C", "H"], "positions_angstrom": [[2.216682, 1.367890, -0.008526], [-0.915291, -1.202034, -0.006335], [-2.544918, 0.566301, -0.022517], [1.186302, 0.074911, -0.001367], [-0.105825, -0.023685, 0.053454], [-1.495368, 0.051993, -0.004398], [1.658417, -0.835374, -0.010313]], "atomic_forces_ev_per_a": [[0.4, 1.0, 0.0], [0.1, 0.1, 0.0], [0.0, -0.3, -0.1], [-1.8, -1.0, 0.2], [2.2, -0.7, -0.2], [-0.6, 0.8, 0.1], [-0.3, 0.0, 0.0]], "charge": 0, "gap_ev": [7.303, 7.300], "homo_energy_ev": [-8.54, -8.54]}

(3)
{"formula": "C27H44BN2P2PtS5", "method": "wB97M-V/def2-TZVPD", "species": ["Pt", "S", "S", "S", "S", "S", "P", "P", "N", "N", "C", "C", "C", "C", "C", "C", "C", "C", "C", "C", "C", "C", "C", "C", "C", "C", "C", "C", "C", "C", "C", "C", "C", "C", "C", "C", "C", "B", "H", "H", "H", "H", "H", "H", "H", "H", "H", "H", "H", "H", "H", "H", "H", "H", "H", "H", "H", "H", "H", "H", "H", "H", "H", "H", "H", "H", "H", "H", "H", "H", "H", "H", "H", "H", "H", "H", "H", "H", "H", "H", "H", "H"], "positions_angstrom": [[0.126620, -0.341502, -0.616227], [1.453386, -2.281128, -5.233843], [0.989792, 0.503191, -5.624289], [0.130517, 1.061839, -2.809185], [0.767359, -2.303424, -2.324792], [1.890677, -1.133540, -7.954906], [2.221779, 0.269698, 0.291351], [-2.185889, -0.395989, -0.445921], [0.860762, -0.613282, 2.372824], [-1.397259, -0.621123, 2.059497], [-2.992610, -2.005165, -0.986229], [1.474287, -0.976141, -6.353843], [-4.555794, 1.247491, -0.408217], [-2.685265, -2.277207, -2.461332], [-2.365800, 2.327475, -0.738131], [-2.328331, -3.093509, -0.132509], [2.331036, 2.133426, 0.613411], [4.107040, 0.208745, -1.751770], [-0.088703, -0.333207, 5.962807], [0.790072, -0.443191, 4.881750], [3.617804, 2.609791, 1.293309], [0.259233, -0.536700, 3.609193], [-2.008453, -0.424573, 4.490417], [3.782382, -1.900890, -0.463286], [5.069389, -0.089084, 0.556821], [0.928566, -1.408954, -3.810473], [2.171628, 2.936627, -0.675952], [-3.180623, 1.077064, -1.086586], [-1.460582, -0.322730, 5.772737], [-4.509717, -2.097051, -0.797792], [-1.148373, -0.532564, 3.415986], [0.706631, -0.080521, -4.001704], [1.153426, 2.473684, 1.541932], [2.249557, -0.405134, 2.036835], [3.866624, -0.372380, -0.357515], [-2.619261, -0.328912, 1.375522], [-3.436050, 1.011111, -2.592401], [-0.152269, -0.612947, 1.328893], [1.120442, 3.560730, 1.658551], [-2.921180, 3.205020, -1.082988], [-4.507334, 1.345650, 0.675533], [4.352175, 1.271187, -1.716418], [-3.080987, -0.414603, 4.338702], [-5.047277, -1.461075, -1.499134], [0.203418, 2.140776, 1.120751], [-4.839739, -1.862835, 0.216718], [3.233964, 0.069259, -2.395315], [-2.119971, -0.235124, 6.626795], [-2.681801, -4.066860, -0.484201], [3.477405, 3.656572, 1.579157], [-2.584080, -3.002114, 0.925493], [2.110501, 3.997000, -0.408988], [-2.968694, 0.673653, 1.635719], [-3.184542, -1.569236, -3.118833], [-4.983276, 2.180596, -0.787915], [4.950964, -0.311904, -2.212605], [2.746438, 0.276222, 2.732983], [5.945218, -0.552292, 0.092752], [2.971235, -2.228104, -1.109547], [3.867311, 2.055959, 2.200053], [1.281515, 2.661457, -1.234862], [-2.227027, 2.427496, 0.341565], [-3.057797, -3.276510, -2.708542], [4.468462, 2.578110, 0.614084], [5.297033, 0.963043, 0.697331], [-4.810246, -3.127936, -1.006382], [1.861983, -0.450342, 5.037206], [-3.429120, -1.026408, 1.607624], [3.676739, -2.374820, 0.514551], [-3.828817, 1.981123, -2.912238], [-1.615239, -2.254174, -2.668956], [0.313059, -0.255096, 6.965298], [1.263890, 2.035041, 2.535514], [-1.241952, -3.070339, -0.232912], [4.950855, -0.550348, 1.539128], [-2.525368, 0.811628, -3.156966], [2.810491, -1.342951, 2.037131], [-5.255937, 0.453301, -0.649624], [-1.386926, 2.334800, -1.215098], [4.725788, -2.251347, -0.893242], [3.023984, 2.817225, -1.345202], [-4.189147, 0.259276, -2.829056]], "atomic_forces_ev_per_a": [[0.0, 0.4, -0.4], [0.0, 0.1, 0.0], [0.0, 0.0, 0.0], [0.2, -0.3, 0.0], [0.2, 0.0, 0.1], [0.0, 0.0, 0.0], [0.0, 0.0, 0.0], [-0.3, 0.0, -0.2], [0.2, 0.0, -0.4], [0.0, -0.1, -0.1], [0.0, 0.1, 0.0], [-0.1, -0.1, 0.0], [0.0, 0.1, 0.0], [0.0, 0.0, -0.1], [0.1, 0.1, -0.1], [0.1, -0.1, 0.0], [0.0, -0.1, 0.1], [0.0, 0.0, -0.1], [0.0, 0.0, 0.1], [0.0, 0.0, 0.0], [0.0, 0.1, 0.0], [-0.1, 0.0, 0.1], [0.0, 0.0, 0.0], [-0.1, 0.0, -0.1], [0.1, 0.0, -0.1], [0.0, 0.4, 0.1], [0.0, 0.1, 0.0], [-0.2, -0.1, 0.3], [0.0, 0.0, 0.0], [0.0, 0.0, 0.1], [0.0, 0.0, 0.1], [-0.1, -0.4, 0.2], [0.0, 0.1, 0.0], [-0.2, -0.1, 0.0], [0.0, 0.1, 0.2], [-0.1, 0.0, 0.0], [0.1, 0.0, -0.1], [0.3, -0.1, 0.4], [0.0, 0.0, 0.0], [0.0, 0.0, 0.0], [0.0, 0.0, 0.0], [0.0, 0.0, 0.0], [0.0, 0.0, 0.0], [0.0, 0.1, 0.0], [0.0, 0.0, 0.0], [0.0, 0.0, 0.0], [0.0, 0.0, 0.0], [0.0, 0.0, 0.0], [0.0, 0.0, 0.0], [0.0, 0.0, 0.0], [0.0, 0.0, 0.0], [0.0, 0.0, 0.0], [0.0, 0.0, 0.0], [0.0, 0.0, 0.0], [0.0, 0.0, 0.0], [0.0, 0.0, 0.0], [-0.1, 0.1, 0.0], [0.0, 0.0, 0.0], [-0.1, 0.0, 0.0], [0.0, 0.0, 0.0], [0.0, 0.0, 0.0], [0.0, 0.0, 0.0], [0.0, 0.0, 0.0], [-0.1, 0.1, 0.0], [0.0, -0.2, -0.1], [0.0, 0.0, 0.0], [0.0, 0.0, 0.0], [0.0, 0.0, 0.0], [0.0, 0.0, 0.0], [0.0, 0.0, 0.0], [-0.1, 0.0, 0.1], [0.0, 0.0, 0.0], [0.0, 0.0, 0.0], [0.0, 0.0, 0.0], [0.0, 0.0, 0.0], [0.0, 0.0, 0.0], [0.0, 0.0, 0.1], [0.0, -0.1, 0.0], [-0.1, 0.0, 0.0], [0.0, 0.0, 0.0], [0.0, 0.0, 0.0], [0.0, 0.0, 0.0]], "charge": -1, "gap_ev": 5.662, "homo_energy_ev": -3.36}

E_tot for every record listed, in sequence, given in hartree: -27781.44854 -680.11290 -3982.83081.